Entry 1:
{"formula": "BrH48O24", "method": "ωB97M-V/def2-TZVPD", "elements": ["Br", "O", "H", "H", "O", "H", "H", "O", "H", "H", "O", "H", "H", "O", "H", "H", "O", "H", "H", "O", "H", "H", "O", "H", "H", "O", "H", "H", "O", "H", "H", "O", "H", "H", "O", "H", "H", "O", "H", "H", "O", "H", "H", "O", "H", "H", "O", "H", "H", "O", "H", "H", "O", "H", "H", "O", "H", "H", "O", "H", "H", "O", "H", "H", "O", "H", "H", "O", "H", "H", "O", "H", "H"], "coordinates": [[-0.714, -0.171, -0.232], [-0.208, 2.607, 3.635], [-1.148, 2.532, 3.864], [-0.161, 2.933, 2.706], [3.105, -1.462, 1.166], [3.238, -1.419, 0.195], [2.280, -1.902, 1.195], [-2.142, -3.082, -5.059], [-1.294, -2.780, -4.664], [-2.486, -3.551, -4.260], [3.868, -1.032, -3.616], [3.497, -1.874, -3.293], [3.852, -0.359, -2.903], [5.026, -1.472, 3.015], [4.218, -1.605, 2.475], [5.772, -1.621, 2.390], [0.789, -2.862, 2.698], [0.947, -2.107, 3.228], [-0.136, -2.636, 2.435], [2.932, 1.865, 1.315], [2.490, 1.168, 1.866], [3.611, 2.183, 1.885], [-2.942, 3.429, 3.698], [-3.176, 2.855, 2.910], [-2.356, 4.126, 3.326], [-1.915, -2.212, 1.906], [-1.725, -1.605, 1.187], [-2.820, -2.088, 2.198], [-5.964, -1.619, -0.464], [-5.435, -0.977, -0.955], [-5.407, -2.347, -0.120], [1.077, 0.263, 2.700], [0.699, -0.107, 1.893], [0.441, 0.903, 3.046], [-4.478, -1.217, 2.475], [-5.318, -1.566, 2.175], [-4.402, -0.339, 2.015], [-3.720, 2.893, -1.207], [-4.203, 3.701, -1.315], [-2.770, 3.100, -1.354], [-0.036, -1.714, -3.536], [0.402, -1.161, -4.223], [-0.116, -1.128, -2.776], [-3.421, 1.136, 1.417], [-3.748, 1.507, 0.565], [-2.555, 0.710, 1.211], [-4.071, 0.270, -1.895], [-4.084, 1.208, -1.707], [-3.205, -0.094, -1.735], [3.363, 0.638, -1.464], [3.322, 0.971, -0.522], [2.633, 1.089, -1.891], [0.308, 2.968, 0.940], [-0.047, 2.086, 0.807], [1.199, 3.052, 0.699], [1.006, 1.872, -2.249], [0.449, 1.207, -1.801], [0.974, 1.658, -3.175], [1.680, 0.262, -4.716], [1.771, 0.191, -5.660], [2.434, -0.181, -4.347], [-1.104, 4.150, -1.291], [-0.412, 3.532, -1.493], [-0.960, 4.392, -0.380], [0.702, -4.754, 0.039], [1.310, -4.830, 0.837], [0.153, -4.048, 0.357], [4.585, 1.368, 3.594], [3.679, 1.507, 3.914], [4.718, 0.415, 3.473], [2.368, -2.994, -2.611], [2.261, -3.188, -1.671], [1.521, -2.645, -2.862]], "atomic_forces_ev_per_a": [[0.1, 0.2, -0.3], [0.0, -0.1, -0.3], [0.1, 0.2, 0.0], [0.1, -0.2, 0.5], [1.0, 0.5, -1.7], [0.4, 0.4, 0.7], [-1.8, -1.0, 0.8], [0.4, -0.6, 1.6], [-0.5, 0.2, -0.5], [0.0, 0.4, -1.1], [0.1, 0.7, -0.6], [0.0, 0.4, 0.5], [0.1, -0.9, 0.1], [0.8, -0.1, -0.4], [0.4, 0.1, -0.1], [-0.9, 0.2, 0.7], [-1.1, -0.6, -1.2], [0.8, 1.3, 1.1], [0.2, -0.6, 0.0], [-1.2, -0.8, -0.6], [0.1, 0.5, -0.5], [1.2, 0.3, 0.6], [0.2, -0.2, -1.6], [0.3, 0.7, 1.1], [-0.7, -0.7, 0.4], [1.0, -0.8, 0.3], [-0.2, 0.2, -0.2], [-0.6, 0.4, 0.1], [-0.3, -0.8, 0.7], [0.6, -0.1, 0.0], [-0.1, 1.0, -0.7], [0.5, -0.5, 0.1], [-0.2, 0.0, -0.2], [-0.2, 0.4, 0.2], [0.0, 0.8, -0.3], [-0.2, -0.1, -0.1], [0.2, -0.7, 0.5], [0.7, -0.7, 0.2], [-0.2, 0.6, -0.1], [-0.4, 0.3, 0.1], [0.5, 0.1, -0.6], [-0.2, -0.1, 0.6], [-0.3, 0.1, 0.3], [0.2, 0.3, -0.5], [0.5, -0.3, 0.6], [-0.7, 0.4, -0.1], [-1.1, -1.0, -0.3], [0.4, 0.5, 0.1], [0.6, 0.2, 0.2], [0.5, 0.0, 1.6], [0.2, -0.3, -1.1], [-0.6, 0.4, -0.1], [-2.8, 1.1, 0.8], [0.5, -0.5, -0.5], [2.2, -0.6, -0.4], [-0.3, 0.3, 0.8], [0.1, 0.1, 0.0], [0.0, -0.3, -0.9], [-1.7, 0.8, -0.2], [0.1, 0.1, -0.5], [1.6, -0.9, 0.6], [-1.1, 0.5, -0.5], [0.8, -0.6, -0.2], [0.3, -0.1, 0.5], [1.8, -0.4, 1.5], [-1.0, -0.1, -1.5], [-0.8, 0.7, 0.0], [-0.3, 0.6, 0.2], [0.4, -0.4, 0.0], [-0.1, -0.3, 0.0], [0.8, -0.6, 0.7], [0.1, -0.2, -0.1], [-1.1, 0.4, -0.5]], "mulliken_charge": [-0.6177, -0.6995, 0.3721, 0.3366, -0.5430, 0.2388, 0.2324, -0.6398, 0.3693, 0.2959, -0.8162, 0.4619, 0.4899, -0.7096, 0.4669, 0.2849, -0.5903, 0.2941, 0.3814, -0.5714, 0.3736, 0.3159, -0.7264, 0.3873, 0.3166, -0.6651, 0.1781, 0.3431, -0.6531, 0.3873, 0.3059, -0.6041, 0.1835, 0.3874, -0.6817, 0.2848, 0.4396, -0.6585, 0.2549, 0.4043, -0.8103, 0.3867, 0.2053, -0.6718, 0.3481, 0.3060, -0.6347, 0.3542, 0.2925, -0.6722, 0.2784, 0.4682, -0.5607, 0.2746, 0.2894, -0.8231, 0.1618, 0.2301, -0.6549, 0.2544, 0.4006, -0.7118, 0.3523, 0.3148, -0.6570, 0.3314, 0.3211, -0.7217, 0.3102, 0.4006, -0.7048, 0.2935, 0.4390], "total_charge": -1, "energy_ha": -4408.84260, "spin_multiplicity": 1}

---

Entry 2:
{"formula": "C3H5N3O4", "method": "ωB97M-V/def2-TZVPD", "elements": ["O", "N", "O", "C", "C", "C", "N", "N", "O", "O", "H", "H", "H", "H", "H"], "coordinates": [[0.969, -2.713, -0.321], [0.772, -1.632, 0.162], [1.124, -1.239, 1.242], [-0.063, -0.706, -0.648], [-1.431, -0.399, -0.008], [-0.931, 0.990, 0.415], [0.279, 0.782, -0.363], [1.504, 1.315, -0.168], [1.524, 2.353, 0.437], [2.423, 0.725, -0.673], [-0.003, -0.986, -1.698], [-1.699, -1.061, 0.812], [-2.235, -0.375, -0.737], [-1.511, 1.845, 0.065], [-0.722, 1.101, 1.483]], "atomic_forces_ev_per_a": [[0.2, -0.7, -0.2], [-0.3, 0.2, -0.2], [0.3, 0.1, 0.7], [0.7, 2.9, -0.1], [0.0, -0.1, 0.0], [0.0, 0.7, 0.6], [-1.3, -3.0, -1.2], [-0.5, -0.3, -0.1], [0.2, 0.8, 0.5], [0.7, -0.4, -0.2], [0.1, -0.1, 0.3], [0.1, 0.0, 0.0], [0.0, 0.0, 0.0], [0.0, -0.1, 0.1], [-0.1, -0.1, -0.1]], "mulliken_charge": [-0.6006, 0.9569, -0.5281, -0.0349, -0.6400, -0.3834, -0.0683, 1.0374, -0.6414, -0.6130, 0.3758, 0.2999, 0.2755, 0.3130, 0.2512], "smiles": "O=[N+]([O-])[C@H]1CCN1[N+](=O)[O-]", "energy_ha": -582.30590, "spin_multiplicity": 1}

---

LUMO energy / eV: 2.0, -0.2
Highest occupied orbital energy / eV: -7.87, -10.92
Relative energy (zero: lowest compared OMol25 entry of this formula, charge and spin) / kJ/mol: 0.00, 693.25